No. 1
# C2H6N2OS

C2H6N2OS as an isolated structure in a non-equilibrium geometry (wB97M-V/def2-TZVPD, OMol25).

Geometry as XYZ:
```
12
Properties=species:S:1:pos:R:3
C -1.287 2.129 1.661
C 0.384 -0.579 0.608
H -2.325 2.081 2.655
H -1.982 2.239 0.441
H -0.435 2.922 1.720
H 0.692 -1.087 1.487
H 1.862 -1.669 -0.284
H 1.213 0.169 -2.302
N -0.229 0.558 0.545
N 0.971 -1.290 -0.460
O -0.803 0.755 1.733
S 0.476 -0.929 -1.986
```

Values from the calculation:
frontier orbital gap = 9.40 eV
calculated total energy = -18028.849 eV
highest occupied orbital energy = -8.6 eV
energy above the lowest of the compared OMol25 structures with the same formula, charge and spin = 137.3 kcal/mol
LUMO energy = 0.759 eV
spin multiplicity = 1


No. 2
# C2H6N2OS2

One molecule with the formula C2H6N2OS2 in a non-equilibrium geometry (wB97M-V/def2-TZVPD, OMol25).

Geometry as XYZ:
```
13
Properties=species:S:1:pos:R:3
C -0.065 -1.519 0.656
C 0.555 -0.650 -0.461
N -1.725 1.545 1.020
N 1.300 0.344 0.135
O -0.481 -0.097 -1.192
S 1.133 1.911 -0.395
S -0.854 2.718 0.937
H -0.654 -0.839 1.247
H -0.797 -2.259 0.245
H 0.830 -2.069 1.152
H 1.249 -1.193 -1.141
H -0.961 0.498 -0.693
H 0.469 1.609 -1.511
```

Values from the calculation:
frontier orbital gap (alpha / beta) = 8.32 / 6.26 eV
SMILES = C[C@@H](O)N=[SH]#S#N
calculated total energy = -28864.670 eV
highest occupied orbital energy (alpha / beta) = -8.7 / -8.0 eV
energy above the lowest of the compared OMol25 structures with the same formula, charge and spin = 103.8 kcal/mol
LUMO energy (alpha / beta) = -0.378 / -1.696 eV
spin multiplicity = 1


No. 3
# C2H6N2OS2

One molecule with the formula C2H6N2OS2 in a non-equilibrium geometry (wB97M-V/def2-TZVPD, OMol25).

Geometry as XYZ:
```
13
Properties=species:S:1:pos:R:3
C 1.540 -1.107 -0.312
C -0.679 -0.089 -0.138
H 1.436 -1.832 0.523
H 2.600 -0.743 -0.380
H 1.247 -1.592 -1.242
H 1.382 1.319 1.702
H -1.055 1.936 0.162
H -2.940 0.069 -0.274
N 0.683 0.055 -0.093
N -1.408 0.998 0.186
O -2.782 0.995 0.004
S 1.412 1.521 0.397
S -1.437 -1.529 -0.536
```

Values from the calculation:
frontier orbital gap = 9.22 eV
SMILES = CN(S)C(=S)NO
calculated total energy = -28867.575 eV
highest occupied orbital energy = -8.8 eV
energy above the lowest of the compared OMol25 structures with the same formula, charge and spin = 36.8 kcal/mol
LUMO energy = 0.389 eV
spin multiplicity = 1


No. 4
# C2H6N2P

An isolated ion of composition C2H6N2P and charge +1 in a non-equilibrium geometry (wB97M-V/def2-TZVPD, OMol25).

Geometry as XYZ:
```
11
Properties=species:S:1:pos:R:3
C -1.209 0.267 0.033
C 0.894 -0.606 -0.595
N -0.631 -0.749 -0.497
N -0.434 1.187 0.526
P 1.331 0.956 0.428
H -2.261 0.315 0.264
H 1.362 -1.654 -0.465
H 1.329 -0.385 -1.661
H -1.137 -1.653 -0.778
H -0.855 2.013 0.794
H 1.610 0.308 1.952
```

Values from the calculation:
frontier orbital gap = 10.34 eV
charge = +1
SMILES = C1=[NH+]PCN1
calculated total energy = -14432.522 eV
highest occupied orbital energy = -14.2 eV
energy above the lowest of the compared OMol25 structures with the same formula, charge and spin = 15.9 kcal/mol
LUMO energy = -3.860 eV
spin multiplicity = 1


No. 5
# C2H6N2P

An isolated ion of composition C2H6N2P and charge +1 in a non-equilibrium geometry (wB97M-V/def2-TZVPD, OMol25).

Geometry as XYZ:
```
11
Properties=species:S:1:pos:R:3
C 0.623 -1.816 -0.051
C -0.090 1.520 -0.111
N 1.243 -0.704 0.062
N -1.173 0.521 0.143
P 1.688 0.753 0.149
H 0.433 -2.299 -0.984
H 0.178 -2.317 0.868
H -0.317 1.776 -1.137
H -0.043 2.444 0.480
H -1.144 -0.217 -0.545
H -1.398 0.339 1.125
```

Values from the calculation:
frontier orbital gap = 7.95 eV
charge = +1
SMILES = C=[N+]=PCN
calculated total energy = -14431.105 eV
highest occupied orbital energy = -13.9 eV
energy above the lowest of the compared OMol25 structures with the same formula, charge and spin = 48.6 kcal/mol
LUMO energy = -5.931 eV
spin multiplicity = 1


No. 6
# C2H6N2S

One molecule with the formula C2H6N2S in a non-equilibrium geometry (wB97M-V/def2-TZVPD, OMol25).

Geometry as XYZ:
```
11
Properties=species:S:1:pos:R:3
C 0.799 -1.433 0.913
C -0.235 0.831 -0.092
H 1.676 -1.980 1.211
H -0.072 -1.853 1.629
H 0.395 -1.689 -0.093
H -0.762 1.817 -0.162
H -2.529 0.675 -0.840
H -2.306 -0.556 -1.837
N -0.676 -0.034 -0.965
N -1.911 0.340 -1.617
S 1.145 0.315 0.827
```

Values from the calculation:
frontier orbital gap = 9.17 eV
SMILES = CS/C=N/N
calculated total energy = -15984.614 eV
highest occupied orbital energy = -8.4 eV
energy above the lowest of the compared OMol25 structures with the same formula, charge and spin = 50.4 kcal/mol
LUMO energy = 0.796 eV
spin multiplicity = 1


No. 7
# C2H6N2S

One molecule with the formula C2H6N2S in a non-equilibrium geometry (wB97M-V/def2-TZVPD, OMol25).

Geometry as XYZ:
```
11
Properties=species:S:1:pos:R:3
C 1.220 -0.565 -0.084
C -1.183 -0.656 0.115
H 1.689 -0.374 0.941
H 1.229 -1.649 -0.350
H 1.807 0.026 -0.824
H -0.199 1.818 -0.711
H -0.907 1.675 0.552
H -0.822 -1.686 0.438
N -0.069 0.045 -0.104
N -0.058 1.398 0.105
S -2.707 -0.032 -0.077
```

Values from the calculation:
frontier orbital gap = 9.23 eV
SMILES = CN(N)C=S
calculated total energy = -15985.002 eV
highest occupied orbital energy = -8.6 eV
energy above the lowest of the compared OMol25 structures with the same formula, charge and spin = 41.4 kcal/mol
LUMO energy = 0.649 eV
spin multiplicity = 1


No. 8
# C2H6N2S

C2H6N2S as an isolated structure in a non-equilibrium geometry (wB97M-V/def2-TZVPD, OMol25).

Geometry as XYZ:
```
11
Properties=species:S:1:pos:R:3
C 1.371 -0.497 0.038
C -1.108 -0.691 -0.006
H 1.642 -0.790 1.205
H 1.452 -1.585 -0.807
H 1.887 0.739 -0.437
H -0.405 1.558 -0.931
H -1.015 1.747 0.579
H -0.989 -1.776 0.181
N 0.041 0.021 0.056
N -0.131 1.330 0.097
S -2.745 -0.056 0.025
```

Values from the calculation:
frontier orbital gap = 8.75 eV
calculated total energy = -15982.232 eV
highest occupied orbital energy = -8.5 eV
energy above the lowest of the compared OMol25 structures with the same formula, charge and spin = 105.3 kcal/mol
LUMO energy = 0.286 eV
spin multiplicity = 1


No. 9
# C2H6N2S2

One molecule with the formula C2H6N2S2 in a non-equilibrium geometry (wB97M-V/def2-TZVPD, OMol25).

Geometry as XYZ:
```
12
Properties=species:S:1:pos:R:3
C -2.019 0.775 0.833
C 1.035 -0.330 0.023
H -1.856 0.178 1.808
H -1.324 1.577 0.745
H -3.074 1.155 0.716
H -0.192 -1.956 0.247
H 2.135 -2.082 0.071
H 2.831 -0.719 0.794
N -0.162 -0.992 -0.070
N 2.024 -1.149 0.419
S -1.724 -0.388 -0.495
S 1.371 1.274 -0.252
```

Values from the calculation:
frontier orbital gap = 8.95 eV
SMILES = CSNC(N)=S
calculated total energy = -26821.717 eV
highest occupied orbital energy = -8.3 eV
energy above the lowest of the compared OMol25 structures with the same formula, charge and spin = 2.2 kcal/mol
LUMO energy = 0.625 eV
spin multiplicity = 1


No. 10
# C2H6N3

A 2-piece molecular cluster, C2H6N3 overall in a non-equilibrium geometry (wB97M-V/def2-TZVPD, OMol25).

Geometry as XYZ:
```
11
Properties=species:S:1:pos:R:3
C -0.508 1.215 0.275
C -0.484 -1.221 -0.091
N 2.863 -0.042 -0.211
N 1.786 -0.123 -0.362
N -0.122 -0.082 0.459
H 0.358 2.001 0.217
H -1.078 1.387 -0.667
H -1.041 1.450 1.306
H -0.450 -1.051 -1.196
H 0.226 -2.010 0.209
H -1.549 -1.524 0.061
```

Values from the calculation:
frontier orbital gap (alpha / beta) = 8.28 / 8.30 eV
charge = +1
calculated total energy = -6630.485 eV
highest occupied orbital energy (alpha / beta) = -16.2 / -16.2 eV
energy above the lowest of the compared OMol25 structures with the same formula, charge and spin = 106.1 kcal/mol
LUMO energy (alpha / beta) = -7.904 / -7.941 eV
spin multiplicity = 1